Record 1
Entry from the Open Molecules 2025 dataset: a structure of composition C32H23BCl2F4IrN4O3 in a non-equilibrium geometry (ωB97M-V with the def2-TZVPD basis set).

```
70
C32H23BCl2F4IrN4O3, DFT ωB97M-V with the def2-TZVPD basis set
Ir -0.698 0.726 0.486
C -2.729 -3.006 2.127
O -3.589 -1.865 1.952
C -2.829 -0.879 1.494
N -1.556 -1.088 1.340
C -1.313 -2.449 1.904
C -0.428 -3.372 1.114
C 0.604 -3.047 0.389
C 2.941 -4.211 0.084
C 2.500 -5.599 -1.386
C 0.297 -5.645 0.279
C -0.502 -4.865 1.013
C -3.405 0.423 1.277
C -4.725 0.812 1.402
C -5.079 2.137 1.187
C -4.082 3.043 0.832
C -2.776 2.623 0.716
N -2.422 1.314 0.971
C -1.601 3.377 0.356
N -0.491 2.729 0.195
C 0.607 3.683 0.063
C -0.155 5.036 0.015
O -1.555 4.696 0.249
C 1.617 3.591 1.182
C 2.909 4.050 0.956
C 3.845 4.030 1.977
C 3.495 3.548 3.231
C 2.206 3.090 3.459
C 1.265 3.114 2.439
H -3.004 -3.771 1.402
H -2.887 -3.381 3.135
H -0.807 -2.315 2.867
H 2.108 -1.476 0.019
H 3.902 -4.148 0.549
H 3.382 -5.226 -1.888
H 2.243 -6.648 -1.364
H -1.219 -5.427 1.608
H -5.461 0.064 1.666
H -6.105 2.456 1.282
H -4.306 4.085 0.641
H 1.114 3.500 -0.888
H -0.088 5.537 -0.947
H 0.148 5.710 0.813
H 3.194 4.403 -0.028
H 4.852 4.378 1.791
H 4.227 3.524 4.026
H 1.930 2.711 4.434
H 0.264 2.742 2.617
Cl 1.552 -4.434 -0.494
C 0.930 -3.291 -1.896
C 0.680 -3.699 -3.209
C 0.201 -2.747 -4.068
Cl -0.099 -3.172 -5.701
C -0.103 -1.424 -3.615
C -0.642 -0.439 -4.462
C -0.987 0.774 -3.939
C -0.834 0.992 -2.562
N -0.316 0.111 -1.733
C 0.105 -1.071 -2.261
C 0.718 -2.023 -1.456
O 0.973 -1.780 -0.083
H 0.847 -4.718 -3.529
H -0.779 -0.669 -5.509
H -1.404 1.561 -4.551
H -1.174 1.923 -2.127
F 3.980 1.093 0.009
B 2.932 0.364 -0.403
F 3.083 -1.055 0.147
F 2.796 0.214 -1.761
F 1.702 0.775 0.166
```

The largest force on an atom is 3.3 eV/A. As for the charge: +1. The calculation puts the energy at -3126.317036 Eh. The orbital gap (alpha / beta) comes out at 6.1421 / 5.8888 eV. For the highest occupied orbital energy (alpha / beta), the calculation gives -9.74 / -9.48 eV.

Mulliken population analysis, charges in e, atoms 1 to 2: atom 1 (Ir): 1.346, atom 2 (C): -0.706


Record 2
Entry from the Open Molecules 2025 dataset: a structure of composition C26H22LiN4O4 in a non-equilibrium geometry (ωB97M-V with the def2-TZVPD basis set).

```
57
C26H22LiN4O4, DFT ωB97M-V with the def2-TZVPD basis set
Li -0.772 0.611 -0.264
C -0.078 0.192 4.170
C -0.937 -0.883 4.346
C -1.489 -1.493 3.240
C -1.152 -1.060 1.946
C -0.386 0.114 1.744
C 0.104 0.719 2.900
C -1.432 -1.866 0.780
C -1.564 -3.357 0.974
C -1.896 -4.201 -0.273
C -1.816 -3.443 -1.557
C -2.003 -4.091 -2.766
C -1.825 -3.418 -3.962
C -1.421 -2.090 -3.948
C -1.259 -1.427 -2.750
C -1.481 -2.080 -1.536
N -1.373 -1.338 -0.388
H 0.432 0.613 5.032
H -1.164 -1.241 5.346
H -2.208 -2.290 3.403
H 0.709 1.615 2.804
H -2.217 -3.585 1.817
H -2.841 -4.752 -0.214
H -2.292 -5.137 -2.767
H -1.988 -3.932 -4.899
H -1.250 -1.569 -4.881
H -0.934 -0.400 -2.709
C 4.450 -3.875 -0.743
N 3.746 -2.820 -1.426
N 2.549 -2.373 -0.860
C 2.336 -1.027 -1.187
O 1.337 -0.401 -0.913
C 3.541 -0.647 -1.898
C 4.360 -1.721 -1.977
C 5.715 -1.831 -2.584
C 1.568 -3.306 -0.467
C 0.944 -3.194 0.714
C -0.194 -4.080 1.094
C -0.635 -5.081 0.003
C 0.298 -5.263 -1.141
C 1.288 -4.402 -1.378
H 3.736 -4.646 -0.453
H 4.956 -3.513 0.162
H 5.182 -4.312 -1.423
H 3.698 0.320 -2.332
H 5.992 -0.870 -3.006
H 5.732 -2.579 -3.376
H 6.455 -2.113 -1.837
H 1.175 -2.382 1.386
H -0.010 -4.520 2.080
H -0.917 -6.055 0.414
H 0.108 -6.091 -1.810
H 1.922 -4.493 -2.248
O -2.598 1.456 -0.194
N -2.130 2.165 -1.070
O -2.823 3.000 -1.624
O -0.951 2.048 -1.401
```

The largest force on an atom is 2.4 eV/A. As for the charge: -1. The calculation puts the energy at -1531.408511 Eh. The orbital gap comes out at 5.9159 eV. For the highest occupied orbital energy, the calculation gives -3.62 eV.

Mulliken population analysis, charges in e, atoms 1 to 2: atom 1 (Li): 0.926, atom 2 (C): -0.469


Record 3
Entry from the Open Molecules 2025 dataset: a structure of composition C27H49BF4I2N5O3S2 in a non-equilibrium geometry (ωB97M-V with the def2-TZVPD basis set).

```
93
C27H49BF4I2N5O3S2, DFT ωB97M-V with the def2-TZVPD basis set
C 2.467 0.172 4.653
C 2.074 0.918 3.798
C 1.731 1.750 2.624
C 0.809 1.173 1.543
C 0.214 2.396 0.713
C -0.581 3.255 1.741
F 0.240 4.278 2.108
F -0.841 2.566 2.908
C -1.958 3.909 1.444
F -2.078 4.932 2.349
F -2.951 3.051 1.748
C -0.466 1.959 -0.636
C -1.608 0.988 -0.280
C -2.432 0.294 -1.385
C -2.804 -1.174 -1.041
C -4.254 -1.351 -0.533
C -0.848 3.116 -1.654
I -0.060 5.115 -1.215
C -2.257 3.204 -2.319
C -2.248 4.309 -3.411
I -4.069 3.495 -1.254
C 0.699 1.165 -1.352
S 2.166 2.266 -1.725
C 1.136 -0.194 -0.693
S 2.724 -0.566 -1.621
B 0.406 -1.500 -1.310
O -0.253 -1.320 -2.538
C 0.474 -3.034 -0.877
C 1.756 -3.686 -0.282
N 1.307 -0.081 0.855
C 2.698 -0.498 1.266
C 3.869 0.434 1.120
O 3.885 1.465 0.508
N 5.015 -0.111 1.786
C 5.839 0.973 2.346
C 5.779 -0.888 0.779
N 0.451 -1.196 1.361
C -0.011 -1.239 2.762
C -1.430 -1.871 2.794
C -2.535 -0.800 2.961
H 2.933 -0.359 5.451
H 1.252 2.602 3.100
H 2.629 2.208 2.213
H -0.138 0.901 1.994
H 1.085 3.008 0.476
H -2.091 4.392 0.483
H -2.318 1.478 0.389
H -1.206 0.162 0.312
H -1.971 0.349 -2.371
H -3.401 0.775 -1.509
H -2.093 -1.618 -0.339
H -2.731 -1.740 -1.965
H -4.271 -1.783 0.469
H -4.793 -2.054 -1.164
H -4.799 -0.409 -0.473
H -0.281 2.935 -2.564
H -2.361 2.291 -2.900
H -2.494 5.284 -3.002
H -3.052 4.055 -4.106
H -1.311 4.309 -3.969
H 0.336 0.926 -2.349
H 1.729 2.927 -2.809
H 2.510 -1.818 -2.084
H 0.397 -1.093 -3.215
H -0.296 -3.144 -0.102
H 0.112 -3.668 -1.684
H 1.649 -3.840 0.798
H 2.693 -3.153 -0.430
H 1.892 -4.686 -0.690
H 2.992 -1.396 0.720
H 2.694 -0.842 2.298
H 6.488 0.523 3.100
H 5.207 1.696 2.855
H 6.488 1.449 1.608
H 5.741 -0.430 -0.214
H 5.369 -1.900 0.709
H 6.812 -0.991 1.102
H 0.997 -2.047 1.280
H -0.109 -0.307 3.304
H 0.621 -1.861 3.403
H -1.513 -2.569 3.624
H -1.636 -2.392 1.858
H -2.175 0.086 3.489
H -2.942 -0.474 2.004
H -3.368 -1.202 3.537
C -2.935 -4.505 -3.620
O -2.873 -4.992 -2.504
N -3.521 -5.145 -4.672
N -2.412 -3.268 -3.891
H -3.581 -4.758 -5.595
H -3.912 -6.052 -4.497
H -1.967 -2.788 -3.132
H -2.435 -2.834 -4.794
```

The largest force on an atom is 2.2 eV/A. As for the charge: +1. The calculation puts the energy at -3373.386074 Eh. The orbital gap comes out at 9.1683 eV. For the highest occupied orbital energy, the calculation gives -11.49 eV.

Mulliken population analysis, charges in e, atoms 1 to 2: atom 1 (C): 0.081, atom 2 (C): -1.712


Record 4
Entry from the Open Molecules 2025 dataset: a cluster of 6 separate species, C11H32BrO9 in total in a non-equilibrium geometry (ωB97M-V with the def2-TZVPD basis set).

```
53
C11H32BrO9, DFT ωB97M-V with the def2-TZVPD basis set
Br 0.619 0.510 0.079
C 3.146 -2.801 -1.481
C 3.773 -2.185 -0.251
C 4.405 -0.827 -0.519
O 2.811 -2.051 0.828
H 2.636 -3.740 -1.296
H 3.965 -2.919 -2.205
H 2.447 -2.096 -1.940
H 4.534 -2.839 0.191
H 5.406 -0.885 -0.964
H 4.508 -0.255 0.403
H 3.796 -0.189 -1.171
H 2.279 -1.255 0.636
C -3.354 0.910 -0.987
C -4.029 0.873 0.361
O -3.229 0.346 1.396
O -2.368 1.878 -1.105
H -4.105 1.050 -1.770
H -2.919 -0.079 -1.210
H -4.947 0.269 0.273
H -4.265 1.885 0.695
H -3.096 -0.595 1.214
H -1.505 1.566 -0.763
C -1.176 3.082 2.517
C -0.803 4.140 3.509
O -1.627 4.160 4.678
O -0.733 1.848 2.970
H -0.680 3.322 1.566
H -2.255 3.113 2.333
H -0.914 5.121 3.023
H 0.259 4.064 3.763
H -1.959 5.052 4.768
H -0.788 1.243 2.201
C -0.782 -3.333 1.259
C -2.228 -3.776 1.307
O -3.006 -3.069 0.310
O -0.567 -2.062 1.889
H -0.433 -3.270 0.224
H -0.178 -4.066 1.814
H -2.621 -3.589 2.313
H -2.284 -4.854 1.114
H -3.610 -3.703 -0.081
H -0.311 -1.420 1.198
C 1.761 0.472 -3.791
C 1.738 1.977 -3.553
O 2.158 2.342 -2.244
O 0.618 -0.200 -3.289
H 2.674 0.048 -3.357
H 1.754 0.324 -4.876
H 0.751 2.384 -3.807
H 2.460 2.454 -4.229
H 1.680 1.744 -1.631
H 0.594 -0.121 -2.313
```

The largest force on an atom is 1.5 eV/A. As for the charge: -1. The calculation puts the energy at -3689.548434 Eh. The orbital gap comes out at 8.8886 eV. For the highest occupied orbital energy, the calculation gives -6.17 eV.

Mulliken population analysis, charges in e, atoms 1 to 2: atom 1 (Br): -0.608, atom 2 (C): -0.953


Here are the calculated energy above the lowest of the compared OMol25 structures with the same formula, charge and spin numbers, same order: 21.252; 2.088; 0.000; 0.000 (eV).